(1)
# C35H39Cl2N4O2Rb

A molecular structure, C35H39Cl2N4O2Rb (ωB97M-V with the def2-TZVPD basis set, the OMol25 dataset).

Geometry as XYZ:
```
83
C35H39Cl2N4O2Rb ωB97M-V with the def2-TZVPD basis set
Rb -0.31378 0.86064 -0.93242
Cl -1.18838 4.89494 -7.53162
Cl 0.93662 6.61304 -5.95802
O -3.44248 1.74934 -4.42032
O 2.78032 3.62834 -2.22582
N -2.85268 -0.45966 -2.05662
N 0.72282 3.28634 0.65518
N -1.27828 1.68144 -3.53792
N 0.48582 3.33654 -2.08492
C -1.85488 -4.15826 0.95088
C -2.87148 -2.42916 2.37408
C 1.38132 -0.84896 1.75608
C -2.93318 -1.15326 -4.33972
C -0.65488 4.40904 -5.94502
C 2.83882 4.36154 0.42798
C -1.19088 3.27654 -5.36152
C -2.72178 -0.18756 -3.35142
C 0.92532 0.58924 4.10338
C -0.68668 -1.06656 4.89068
C -2.47978 1.23504 -3.82002
C -1.24958 -4.10196 3.32178
C 0.17372 3.61444 -3.38252
C 0.21442 -1.18316 2.46648
C -1.36548 0.62774 3.17678
C 1.73962 3.68124 -0.10762
C -3.41958 -2.71426 -2.61892
C -0.38088 -2.28886 1.79148
C 2.77862 -1.83956 -0.18412
C -3.20788 -1.68916 -1.71362
C 3.87982 -2.48746 0.67988
C 0.69382 4.75524 -4.00562
C -1.56338 -3.19376 2.11638
C 0.45062 -2.58656 0.70038
C -0.80858 2.85194 -4.08602
C -3.26508 -2.43896 -3.97072
C 1.70242 3.52454 -1.61142
C 1.81672 4.22664 2.56438
C 3.28632 -0.47926 -0.68062
C 1.53682 -1.70946 0.66508
C -0.23118 -0.30996 3.63278
C 2.52612 -2.73346 -1.40282
C 2.88392 4.63424 1.77688
C 0.28512 5.15324 -5.26282
C 0.77092 3.56104 1.94608
H 3.63102 4.65744 -0.24372
H 3.41342 0.20994 0.15198
H -0.39478 -4.73286 3.08758
H -3.41468 -3.21506 -4.71172
H 1.72002 -2.31946 -2.01232
H -1.09928 1.07024 2.21408
H -1.61248 -1.60756 4.73178
H 3.72592 5.16334 2.21048
H -2.86578 -1.93056 3.33628
H -2.29818 0.08534 3.05608
H -3.02278 -1.67876 1.60048
H 0.30872 -3.40086 0.01008
H 2.57782 -0.03746 -1.39012
H 2.09922 -0.09106 2.02588
H 1.19952 1.30354 3.33598
H -1.01988 -4.83916 0.80238
H -2.82768 -0.87366 -5.37712
H -1.52938 1.42544 3.90758
H -3.69398 -3.70096 -2.27542
H 4.25132 -0.59076 -1.18262
H 4.79822 -2.64516 0.10818
H -0.86008 -0.35936 5.70568
H -2.10278 -4.74616 3.54898
H -2.03258 -3.61796 0.02448
H 0.62922 1.14974 4.99358
H 3.42762 -2.81026 -2.01432
H 1.79582 -0.01046 4.35598
H -3.33888 -1.85596 -0.65212
H -1.93638 2.71074 -5.89842
H 0.07972 -1.77186 5.20808
H -1.00138 -3.52696 4.20488
H 1.42252 5.34614 -3.47462
H 1.79032 4.41844 3.62798
H -3.72348 -3.11296 2.36838
H 2.24192 -3.73466 -1.08632
H 3.53262 -3.44776 1.05888
H -0.08458 3.23264 2.52278
H -2.73828 -4.75866 1.18308
H 4.10332 -1.84986 1.53278
```

Properties
ΔE to the lowest compared entry with this formula, charge and spin = 0.076 eV
LUMO = 0.14524 hartree
charge = -2
frontier orbital gap = 5.5 eV
total energy = -2671.18771 hartree

(2)
# C35H39Cl5Ge2HgN3O2S

A molecular structure, C35H39Cl5Ge2HgN3O2S (ωB97M-V with the def2-TZVPD basis set, the OMol25 dataset).

Geometry as XYZ:
```
88
C35H39Cl5Ge2HgN3O2S ωB97M-V with the def2-TZVPD basis set
Hg -0.27648 0.23400 -0.44904
Ge 4.14667 0.01199 0.64781
Ge 1.72868 -0.07925 1.08859
Cl -5.24478 -2.49801 -1.85675
Cl -2.13568 -2.40642 -1.50797
Cl -6.92950 0.09178 -1.38767
Cl -5.51492 2.71129 -0.43981
Cl -2.42210 2.70157 0.07401
S -2.58351 -0.98996 2.27561
O 0.05117 2.59657 -4.34687
O 0.12189 1.35941 -2.49050
N 2.26588 2.57911 -0.34120
N -1.29100 -2.85886 3.64727
N -1.14091 -0.72276 4.47396
C -3.08706 -0.98336 -1.20983
C -4.08696 -0.18482 -4.79400
C -0.40176 -1.06079 -4.43164
C -2.90693 3.23957 -3.63247
C 5.05073 1.70609 1.09820
C 1.50980 -4.32357 1.26622
C 1.50731 1.05707 2.69725
C 2.17373 -3.65320 3.47263
C 5.09820 -1.36728 1.70753
C -0.41198 1.72874 -3.58978
C 2.44125 2.92580 -1.42327
C -2.88634 -0.88264 -4.79910
C 1.70404 -1.95535 1.79573
C 2.28509 1.88469 4.84538
C -4.46669 -1.03501 -1.37910
C -5.37195 -0.84045 -5.23355
C -1.69282 -0.28221 -4.40635
C -5.22060 0.11479 -1.14955
C -1.60947 -1.54160 3.51879
C 4.52561 -0.43646 -1.23767
C -0.29479 -1.12506 5.57870
C -1.70460 1.05518 -4.00736
C -4.59018 1.28149 -0.71966
C 2.08814 -2.31943 3.08743
C -3.21295 1.27167 -0.52799
C 0.21113 2.69246 3.94155
C 0.38956 1.88584 2.82379
C -2.43221 0.15721 -0.78239
C 2.45581 1.08249 3.72203
C 2.72202 3.36098 -2.78163
C 1.41657 -2.98653 0.89706
C -2.89751 1.78196 -4.01453
C 1.88684 -4.66211 2.56050
C 1.15871 2.68927 4.95948
C -4.07346 1.14657 -4.39526
H -5.27713 -1.92607 -5.23517
H 1.29028 -5.10402 0.54625
H 1.03062 3.32241 5.82991
H -0.18664 -0.28169 6.25535
H -0.35067 1.90470 2.02994
H 6.05132 1.71750 0.65624
H 3.44994 2.68583 -3.23273
H 4.43457 -1.51507 -1.38765
H 4.48245 2.55317 0.72042
H 0.34385 -0.54407 -5.04097
H -2.55224 3.38019 -2.60868
H 2.33806 -1.54591 3.80605
H -1.26677 0.25660 4.29154
H 5.14742 1.80933 2.18156
H -6.19676 -0.57196 -4.57016
H -0.39025 -3.09579 4.03834
H 0.01475 -1.14829 -3.42723
H 1.10291 -2.73380 -0.11241
H 0.70479 -1.42211 5.24792
H 3.03518 1.88854 5.62827
H 1.96708 -5.70150 2.85509
H 2.47168 -3.90965 4.48364
H 6.12995 -1.45138 1.35227
H 3.35386 0.47642 3.63626
H -2.23075 3.79908 -4.28127
H 5.53653 -0.13229 -1.52122
H 4.61436 -2.34147 1.60703
H -1.54706 -3.40194 2.83972
H -0.74942 -1.95837 6.11934
H 1.80009 3.32496 -3.37117
H -3.91169 3.65758 -3.71036
H 5.12360 -1.10738 2.76967
H -2.87749 -1.92420 -5.10959
H -5.64336 -0.52299 -6.24488
H -0.55531 -2.06306 -4.83322
H 3.11926 4.37551 -2.77919
H 3.81033 0.05960 -1.89830
H -0.66516 3.32770 4.01712
H -5.00390 1.71150 -4.39235
```

Properties
LUMO = 0.08572 hartree
charge = -1
frontier orbital gap = 7.9 eV
total energy = -8678.43712 hartree

(3)
# C35H39F4GeN4O2S2SeSn

A molecular structure, C35H39F4GeN4O2S2SeSn (ωB97M-V with the def2-TZVPD basis set, the OMol25 dataset).

Geometry as XYZ:
```
89
C35H39F4GeN4O2S2SeSn ωB97M-V with the def2-TZVPD basis set
Sn 12.44371 12.91477 10.15724
Se 11.18738 9.94344 12.32253
Ge 8.17222 10.77014 12.71280
S 9.94069 10.92735 8.14491
S 13.64864 10.57674 9.98068
F 13.85418 18.36053 14.78261
F 13.36015 13.13777 13.62790
F 12.22730 17.61130 12.90991
F 14.85232 13.90126 15.72678
O 10.10947 11.36664 6.80135
O 8.74279 11.32468 8.82650
N 11.79492 14.77247 12.29873
N 11.10163 14.73803 9.42068
N 13.63824 13.51297 8.65000
N 11.29523 11.35883 9.04396
C 9.65332 8.09404 7.79452
C 15.34886 14.51861 10.02296
C 13.71778 17.06594 14.58555
C 10.33002 14.49169 8.19359
C 15.81554 16.30803 11.57789
C 10.10718 15.15791 10.49695
C 15.38921 15.85112 10.33022
C 12.68636 15.34795 13.19882
C 10.39478 9.19917 8.16526
C 15.11353 14.97045 5.15209
C 8.51516 12.53163 12.00738
C 13.51111 14.44628 13.93637
C 14.58286 14.53131 6.34456
C 12.70823 9.88649 13.53937
C 15.78419 13.59584 10.96652
C 17.24529 15.33105 6.22143
C 16.30652 14.06665 12.18320
C 10.30118 6.85135 7.80043
C 12.16535 10.35487 9.15007
C 12.85443 16.64769 13.56843
C 15.38119 14.50719 7.46939
C 16.71147 14.94605 7.45569
C 10.85226 15.68904 11.67868
C 9.78210 10.05889 13.62533
C 7.58934 9.49009 11.33445
C 14.73705 14.12141 8.73316
C 14.44364 16.18619 15.31972
C 12.03765 15.86815 9.16660
C 6.82834 10.89590 14.18634
C 11.65252 6.77274 8.10271
C 14.26689 14.84875 15.00719
C 11.65161 9.07868 8.62345
C 12.31678 7.89480 8.57718
C 16.45368 15.32037 5.07101
C 16.29898 15.43072 12.52878
H 6.72519 11.93316 14.61585
H 18.21798 15.71405 6.18037
H 9.14330 13.09734 12.76307
H 12.57107 15.53562 8.27642
H 7.18906 8.55268 11.73198
H 16.94964 15.56902 4.14789
H 12.48450 10.41565 14.46779
H 7.49150 12.92975 11.83928
H 16.59681 13.29438 12.82588
H 9.02224 12.44879 11.07436
H 15.06786 16.56325 9.60898
H 11.40475 16.77727 8.99748
H 5.81366 10.61147 13.88049
H 13.35371 7.86253 8.85028
H 11.35399 16.60740 11.48943
H 12.76566 15.99918 9.92363
H 9.61635 9.06727 14.14926
H 15.79055 12.53532 10.75115
H 15.80183 17.34727 11.81436
H 17.28614 15.00192 8.39264
H 7.03192 10.15454 14.97030
H 12.18784 5.84367 7.94278
H 14.49920 15.07444 4.24451
H 15.05987 16.36724 16.21091
H 10.88212 14.02056 7.38925
H 16.53729 15.76922 13.53624
H 12.93159 8.83666 13.74762
H 9.52662 14.24719 10.64713
H 13.49348 14.48080 6.41058
H 9.71556 5.99403 7.50310
H 8.62914 8.19548 7.42258
H 9.93870 15.42006 7.79742
H 6.79798 10.07309 10.86895
H 9.45961 13.78692 8.37392
H 9.50477 15.95563 10.07031
H 8.37364 9.38001 10.57904
H 10.14437 10.75410 14.36344
H 10.21216 15.97071 12.51517
H 13.57441 10.42991 13.10707
```

Properties
ΔE to the lowest compared entry with this formula, charge and spin = 1.639 eV
LUMO (spin up / spin down) = -0.17586 / -0.17528 hartree
charge = +1
frontier orbital gap (spin up / spin down) = 5.6 / 5.5 eV
total energy = -7614.73970 hartree

(4)
# C35H39FN6O2

7 unconnected molecules or ions with the total composition C35H39FN6O2 (ωB97M-V with the def2-TZVPD basis set, the OMol25 dataset).

Geometry as XYZ:
```
83
C35H39FN6O2 ωB97M-V with the def2-TZVPD basis set
F -1.84475 -1.90307 5.35740
O -0.02979 -2.27212 1.99512
O -1.21934 -0.54275 2.81719
N 1.95852 4.75055 10.52901
N 1.73174 -0.57849 8.48670
N -1.15121 -0.48779 -4.36289
N 2.78551 0.18041 -8.81278
N 1.57205 -1.74340 -12.71172
N -4.53858 0.25619 -1.79547
C -0.39647 -1.41085 2.98065
C -1.12418 -2.81355 1.23421
C -0.01463 -1.08700 -4.71248
C 0.67737 6.31904 9.24783
C -6.41105 -0.72313 -0.66717
C 2.79443 1.35916 -9.43378
C -1.27703 -0.11595 -3.08857
C 1.92468 -0.37909 9.78916
C 1.32157 -2.96160 -13.18712
C 1.87507 5.75337 9.65695
C 1.02732 -1.34027 -3.83411
C -5.06173 -0.42544 -0.77857
C -0.50125 5.81380 9.77114
C 2.12840 0.38778 7.66081
C -0.61045 -2.53157 5.18598
C 2.50546 0.76496 10.31400
C 1.93994 0.04042 -7.79376
C 1.67191 -4.13117 -12.53015
C 0.88051 -0.94928 -2.51270
C 0.28478 -1.67071 4.29502
C -5.37278 0.66721 -2.74814
C 1.98054 2.42287 -9.07832
C -0.29450 -0.32321 -2.13118
C -6.73756 0.42432 -2.73109
C 2.72211 1.56731 8.08139
C 1.10378 2.25519 -8.01887
C 0.81604 4.27804 11.02347
C -0.43305 4.77002 10.67904
C -7.26555 -0.28707 -1.66637
C 1.08002 1.03737 -7.35991
C 0.03187 -2.80373 6.54047
C 2.91386 1.75930 9.43973
C 2.19619 -1.66508 -11.53635
C 2.32212 -4.03072 -11.31044
C 2.59178 -2.77151 -10.80091
H 1.59407 -1.18109 10.44030
H 1.66842 -1.13019 -1.79250
H -0.75835 -3.07712 7.23084
H 0.91202 3.46116 11.73044
H -2.06035 -2.59102 1.73521
H -4.35952 -0.74403 -0.01568
H -1.45727 6.22619 9.47585
H 0.48681 -0.73139 4.80032
H 2.61401 -4.92026 -10.76662
H 3.36541 2.66881 9.81167
H 3.09742 -2.63896 -9.85452
H 3.02305 2.31652 7.36209
H 0.62813 -1.96884 6.89301
H -6.77998 -1.28130 0.18210
H 2.63357 0.87306 11.38244
H 1.92810 -1.83085 -4.17752
H -2.21348 0.36104 -2.82356
H 0.41176 0.86479 -6.52830
H 2.03265 3.35661 -9.62083
H 1.44092 -5.09408 -12.96490
H 1.20981 -2.22680 4.16614
H -7.36760 0.78346 -3.53291
H 0.44942 3.06040 -7.71111
H -0.95268 -3.88197 1.15962
H 2.38692 -0.66853 -11.17008
H -0.45243 -0.00180 -1.11009
H 0.81375 -2.99684 -14.14498
H 1.95801 0.20260 6.60456
H -4.91867 1.21622 -3.56599
H 2.81975 6.11812 9.26851
H 0.67118 7.13339 8.53674
H -0.79407 -3.49467 4.70253
H 3.49055 1.44924 -10.26126
H 0.70959 -3.64509 6.40252
H -1.14560 -2.38602 0.23575
H -1.32761 4.34375 11.11122
H 0.05785 -1.37812 -5.75537
H 1.95671 -0.92679 -7.30189
H -8.32593 -0.49832 -1.61616
```

Properties
SMILES = COC(=O)C[C@@H](C)F.c1ccncc1.c1ccncc1.c1ccncc1.c1ccncc1.c1ccncc1.c1ccncc1
LUMO = 0.02628 hartree
frontier orbital gap = 10.1 eV
total energy = -1935.93108 hartree

(5)
# C35H40ClGeN6O2Pt

A molecular structure, C35H40ClGeN6O2Pt (ωB97M-V with the def2-TZVPD basis set, the OMol25 dataset).

Geometry as XYZ:
```
86
C35H40ClGeN6O2Pt ωB97M-V with the def2-TZVPD basis set
Pt -0.39007 -1.41438 1.03688
Ge 1.29968 1.03313 -2.88042
Cl -5.50383 -1.62776 3.39043
O 1.10866 -2.11091 -0.20404
O 0.65607 -0.36661 -1.53754
N 2.45096 -0.39148 6.37023
N 1.03111 -0.11805 1.92729
N -1.61067 -2.73815 0.09596
N -2.05286 -0.53438 1.85744
N -0.13407 -2.29785 3.21080
N -4.46345 -6.24885 -2.74555
C 3.75467 3.16997 -0.19784
C 2.66608 -0.20019 3.90087
C 3.31126 2.29774 -1.18901
C -1.45086 0.61817 -3.62731
C 1.95213 2.21824 -1.49929
C -0.56575 4.86621 -6.20398
C -4.27540 -0.66768 2.70938
C 2.24152 -2.27755 2.57414
C -2.19065 -4.99420 -0.39578
C -2.47262 -2.30830 -0.84580
C 1.62749 -2.28166 4.99761
C 0.60660 4.61267 -5.45794
C 1.31400 -1.40807 -1.24406
C -1.63733 4.02690 -6.10827
C -3.84999 -5.49472 -2.13461
C 1.23444 -2.77340 3.59531
C -3.42849 1.40672 1.87517
C -0.41531 2.63051 -4.51742
C -3.22403 -3.18430 -1.59585
C 2.29633 -0.75584 2.51502
C -3.08577 -4.55477 -1.37291
C -1.59063 2.88910 -5.26530
C -0.37214 1.46925 -3.69256
C 2.60441 0.05290 -3.89982
C 1.48411 3.88941 0.18842
C -2.68362 1.99522 -5.15985
C -3.05702 -1.24811 2.39523
C -4.46704 0.68588 2.44301
C 2.84182 3.96080 0.48900
C -2.62386 0.88802 -4.35882
C -2.23445 0.77342 1.59029
C 1.04153 3.02015 -0.80216
C 0.67715 3.52482 -4.63529
C -1.46918 -4.06031 0.31134
C 1.81000 -0.76125 5.04306
H 0.60780 0.51536 2.60410
H -2.05611 -6.04897 -0.19855
H -1.39197 -0.28734 -3.03063
H 2.96037 0.72665 -4.68441
H 3.23586 -2.63771 2.84849
H -3.46410 0.20839 -4.31015
H -1.41143 1.30225 1.12843
H 2.04172 -2.70611 1.59794
H 1.22057 -3.86185 3.60225
H -2.53541 4.21515 -6.68276
H -2.56048 -1.23704 -0.98073
H 2.57176 -2.77405 5.24949
H 2.13568 -0.78960 -4.40812
H 3.70625 -0.50288 4.06157
H -0.75134 -4.36412 1.06130
H -3.90866 -2.80845 -2.34371
H -0.00213 3.03283 -1.10334
H -0.86165 -2.94496 3.50803
H -0.60509 5.72836 -6.85531
H -2.89913 -2.30416 2.56617
H -3.54258 2.45722 1.64457
H -5.41601 1.15468 2.67268
H 0.78520 4.55633 0.68119
H 1.91556 -0.75452 7.16708
H 4.81342 3.25662 0.01135
H -0.33805 -1.43137 3.70094
H 1.59190 3.35913 -4.06550
H 3.47752 -0.27008 -3.33403
H 2.06095 -1.80158 -1.93868
H 0.89503 -2.60132 5.74340
H 3.09498 -0.46609 1.83308
H 3.19521 4.67259 1.22545
H -3.57247 2.19542 -5.74541
H 4.03878 1.71079 -1.73818
H 0.83893 -0.25815 5.07653
H 3.39970 -0.77533 6.45036
H 1.33711 0.52131 1.18497
H 1.44853 5.28649 -5.54324
H 2.65687 0.89242 3.90092
H 2.52602 0.62327 6.49698
```

Properties
ΔE to the lowest compared entry with this formula, charge and spin = 0.279 eV
LUMO (spin up / spin down) = -0.42276 / -0.49891 hartree
charge = +4
⟨S²⟩ = 0.75
2S+1 = 2
frontier orbital gap (spin up / spin down) = 4.6 / 2.5 eV
total energy = -4491.78954 hartree